No. 1
{
  "formula": "C5H15BrNO2V",
  "method": "ωB97M-V with the def2-TZVPD basis set",
  "multiplicity": 4,
  "lumo_ev": [-3.46, -3.59],
  "total_charge": 1,
  "energy_ha": -3922.4821,
  "orbital_gap_ev": [8.46, 8.83],
  "symbols": ["V", "Br", "O", "H", "C", "N", "C", "C", "C", "C", "O", "H", "H", "H", "H", "H", "H", "H", "H", "H", "H", "H", "H", "H", "H"],
  "xyz": [[1.8670, -6.5158, -0.9613], [0.4338, -4.4183, -0.4936], [2.5826, -5.9017, -2.7214], [2.6322, -4.9795, -2.4307], [-0.5597, 3.0218, 0.4053], [-0.6187, 1.5352, 0.3421], [-1.3756, 1.1143, 1.5756], [-1.3646, 1.1328, -0.8749], [0.7954, 0.9982, 0.3999], [0.9866, -0.4351, -0.0233], [0.0750, -1.2334, 0.6911], [0.1647, 3.4167, -0.3031], [-0.1866, 3.2967, 1.3904], [-1.5609, 3.4045, 0.2432], [-0.7881, 1.3204, 2.4576], [-1.5575, 0.0540, 1.4264], [-2.3591, 1.5761, 1.5364], [-1.0677, 1.7207, -1.7358], [-2.4276, 1.2976, -0.6930], [-1.2852, 0.0556, -0.9919], [1.1171, 1.1957, 1.4251], [1.4194, 1.7010, -0.1556], [2.0263, -0.6919, 0.2009], [0.8508, -0.5135, -1.1076], [0.2003, -2.1523, 0.3982]],
  "nbo_charge": [1.39, -0.75, -1.07, 0.45, -0.41, -0.20, -0.41, -0.43, -0.23, -0.09, -0.75, 0.23, 0.23, 0.23, 0.23, 0.26, 0.22, 0.24, 0.23, 0.25, 0.22, 0.23, 0.21, 0.18, 0.52]
}



No. 2
{
  "formula": "C3H10S",
  "method": "ωB97M-V with the def2-TZVPD basis set",
  "multiplicity": 2,
  "lumo_ev": [-5.32, -10.99],
  "total_charge": 1,
  "energy_ha": -518.0725,
  "e_above_lowest_kj_mol": 201.8,
  "orbital_gap_ev": [7.43, 1.76],
  "symbols": ["S", "H", "H", "C", "C", "C", "H", "H", "H", "H", "H", "H", "H", "H"],
  "xyz": [[-6.4174, 2.9259, -1.4666], [-5.6853, 3.4750, -0.4880], [-6.0974, 1.6956, -1.0550], [1.8035, -2.0497, -0.1658], [2.1581, -0.6674, 0.3591], [1.0995, 0.4079, 0.6321], [1.3684, -2.0517, -1.1614], [2.7139, -2.6455, -0.1967], [1.1218, -2.4325, 0.5988], [2.7057, -0.7101, 1.3095], [2.8190, -0.0722, -0.2824], [0.1446, 0.0964, 1.0724], [0.6803, 0.8074, -0.3126], [1.5851, 1.2208, 1.1567]],
  "nbo_charge": [0.64, 0.18, 0.18, -0.61, -0.40, -0.60, 0.20, 0.22, 0.20, 0.20, 0.20, 0.19, 0.18, 0.21]
}



No. 3
{
  "formula": "C2H2N2O",
  "method": "ωB97M-V with the def2-TZVPD basis set",
  "multiplicity": 1,
  "lumo_ev": 1.12,
  "total_charge": 0,
  "energy_ha": -262.0090,
  "smiles": "N#[N+][O-].C#C",
  "e_above_lowest_kj_mol": 406.8,
  "orbital_gap_ev": 11.74,
  "symbols": ["N", "N", "O", "C", "C", "H", "H"],
  "xyz": [[-0.2150, 1.3560, -2.2991], [0.0172, 1.5195, -1.2152], [0.0585, 1.5609, -0.0889], [0.4458, -1.2090, 0.4665], [-0.4247, -1.0501, 1.2777], [1.3600, -1.2751, -0.0848], [-1.2417, -0.9021, 1.9437]],
  "nbo_charge": [-0.13, 0.44, -0.31, -0.25, -0.22, 0.24, 0.24]
}